{
  "formula": "C6H5F5LiNO2",
  "method": "ωB97M-V/def2-TZVPD",
  "de_lowest_kcal_mol": 0.0,
  "homo_lumo_gap_ev": 6.37,
  "elements": ["F", "F", "F", "F", "F", "O", "O", "N", "C", "C", "C", "C", "C", "C", "Li", "H", "H", "H", "H", "H"],
  "xyz": [[1.245, -0.769, 2.070], [3.255, -1.755, 0.739], [1.341, -2.671, 0.149], [2.126, 0.805, 0.776], [2.413, -1.267, -1.293], [-2.825, 0.777, -0.341], [-2.801, 1.812, 1.604], [0.004, -0.103, 0.154], [1.326, -0.352, 0.737], [-0.906, 0.353, 1.253], [0.014, 0.548, -2.166], [-2.248, 1.011, 0.766], [2.104, -1.541, 0.001], [0.200, 0.933, -0.876], [-3.902, -1.055, -1.272], [-0.033, 1.273, -3.018], [-0.391, 1.108, 1.917], [0.445, 1.991, -0.614], [-0.160, -0.531, -2.426], [-1.206, -0.565, 1.840]],
  "forces_ev_per_angstrom": [[-0.0314, 0.3856, -1.8632], [-1.1780, 0.1463, -1.5570], [1.0004, 1.2813, -0.9340], [-0.7022, -1.6285, -0.1474], [-0.4350, -0.8259, 1.6948], [0.2015, -2.3722, -1.1456], [2.1994, -2.1353, -1.4308], [1.8681, 1.0292, 0.8537], [0.0260, -0.1023, 0.6171], [-0.6861, 0.2770, 0.1321], [-0.0643, 0.3659, 0.6513], [-2.3239, 2.6047, 2.4154], [0.3160, 0.4741, 1.6666], [-0.8774, -0.6901, -2.2221], [0.9248, 1.4979, 0.7928], [0.4093, -0.6687, 1.0168], [-0.7428, -0.8688, -0.5896], [-0.4185, -1.0975, 0.0684], [0.0657, 1.2070, 0.4487], [0.4484, 1.1203, -0.4680]]
}